Computed, not measured: a structure of composition C37H94Br9N7O7 in a non-equilibrium geometry, with ωB97M-V/def2-TZVPD.

XYZ file:
```
154
Properties=species:S:1:pos:R:3:forces:R:3
C -0.03445 -2.59654 7.26816 -0.18 -0.16 -0.97
Br 0.87171 -1.16826 6.19554 -0.66 -0.99 0.92
Br -1.00525 -3.85383 5.99997 0.68 1.04 1.11
Br -1.17637 -1.89353 8.68010 0.54 -0.31 -0.80
H 0.75621 -3.20413 7.70836 -0.28 0.27 -0.04
C -2.51910 1.17216 5.92335 -1.08 -0.47 -0.29
Br -3.41687 -0.59536 5.61801 0.41 1.18 0.43
Br -3.82952 2.64958 5.77659 0.75 -0.92 0.26
Br -1.10025 1.37725 4.64373 -0.17 0.16 0.20
H -2.13854 1.12077 6.94347 0.01 0.19 -0.34
C 3.45096 2.76367 -3.24517 -0.68 0.64 0.11
Br 3.99981 4.28962 -2.06314 -0.38 -1.30 -0.82
Br 1.94026 3.33616 -4.42187 1.10 -0.36 0.77
Br 2.92247 1.15334 -2.26441 0.30 0.55 -0.08
H 4.30847 2.45344 -3.84227 -0.29 0.41 0.04
C 0.25722 8.04079 -8.75226 0.38 0.41 -0.82
C 0.07595 6.60682 -8.32479 -1.53 0.14 0.90
C -0.70788 6.62722 -6.98845 0.28 0.05 -0.28
C -1.05032 5.30411 -6.30959 0.17 0.37 -0.23
C -1.97552 5.47526 -5.12555 0.77 0.34 0.33
C -2.26997 4.19167 -4.41742 -1.28 -0.20 0.84
H 0.77102 8.10171 -9.71163 0.10 0.01 -0.08
H 0.87468 8.58436 -8.03714 -0.03 0.05 0.11
H -0.67365 8.59107 -8.88931 -0.14 -0.13 0.21
H -0.62756 6.07874 -8.96846 0.61 -0.22 -0.68
H 1.06055 6.14193 -8.27433 -0.21 -0.41 0.13
H -1.66239 7.12439 -7.16120 -0.10 0.20 -0.31
H -0.15934 7.33216 -6.36374 0.01 -0.28 0.71
H -1.60555 4.62348 -6.95501 0.27 0.02 -0.62
H -0.11950 4.80110 -6.04757 0.06 -0.23 0.29
H -1.53218 6.14552 -4.38914 0.03 0.30 -0.01
H -2.91546 5.93451 -5.43164 0.01 0.07 -0.22
H -1.46655 3.80658 -3.78947 0.25 -0.15 -0.36
H -3.07711 4.41528 -3.71983 -0.05 -0.12 0.32
H -2.71608 3.43540 -5.06329 0.44 -0.23 -0.19
C -0.46634 1.57579 -1.14252 0.02 0.06 -0.36
C -0.63591 0.99604 0.23786 0.54 0.76 0.46
C 0.67285 0.28749 0.69464 -1.45 -0.99 0.15
O 0.27735 -0.50739 1.81649 -1.83 1.67 -0.63
C 1.27013 -1.08950 2.50095 2.14 -0.99 0.84
N -0.97124 2.12365 1.11349 -0.23 -0.99 -0.22
H -0.40593 0.78433 -1.88954 0.54 0.07 -0.16
H 0.41263 2.21807 -1.08791 0.24 -0.20 -0.53
H -1.28079 2.21981 -1.47418 -0.31 -0.12 0.38
H -1.44869 0.26975 0.23788 0.01 -0.14 0.21
H 1.51588 0.93133 0.94536 -0.15 0.44 0.04
H 1.00423 -0.42924 -0.05675 0.26 -0.10 -0.50
H 1.95740 -0.38871 2.97493 0.10 0.46 0.19
H 1.88809 -1.66270 1.80981 0.40 -0.56 -0.17
H 0.91651 -1.75895 3.28511 -0.40 0.08 -0.20
H -1.29880 1.83754 2.02505 0.25 -0.10 0.10
H -0.16351 2.72781 1.16525 0.10 0.24 0.46
C 0.34869 6.39414 -1.73160 1.13 -0.07 0.33
C 0.26147 5.16842 -0.81546 0.96 0.37 0.04
C 1.16981 5.18430 0.44039 0.93 -0.69 -0.76
O 1.26484 3.87182 1.06238 -1.07 0.26 -0.01
C 2.25280 3.79577 2.07884 0.50 0.11 -1.23
N -1.07805 4.95639 -0.36185 0.06 -0.61 -0.33
H -0.19425 7.28006 -1.40224 -0.24 -0.26 0.20
H 0.04388 6.12668 -2.74336 -0.22 0.02 0.13
H 1.39756 6.68461 -1.79164 0.18 0.17 -0.22
H 0.60070 4.31263 -1.39910 0.00 -0.11 -0.22
H 0.76092 5.90378 1.14979 0.35 0.24 0.22
H 2.20612 5.34716 0.14437 0.10 0.91 0.08
H 3.16676 4.09681 1.56683 0.50 0.33 0.50
H 2.42645 2.75436 2.34978 -0.48 -0.04 0.13
H 2.05966 4.41394 2.95558 -0.14 0.04 -0.02
H -1.06797 5.39249 0.54909 -1.05 -0.01 0.21
H -1.03780 3.96634 -0.16622 -0.91 -0.24 0.46
C 1.83610 -4.74284 3.64010 0.86 -0.37 1.47
C 3.02152 -5.36503 2.85779 -1.61 -0.76 -0.22
C 3.19786 -6.85919 3.03389 -0.79 -1.45 0.85
O 1.95045 -7.57721 2.93369 0.05 1.60 0.22
C 2.02494 -8.88451 2.47096 -0.65 -0.58 -0.79
N 2.70889 -5.13298 1.45661 -0.12 1.16 -1.43
H 1.90520 -5.13013 4.65664 0.02 0.49 0.38
H 0.79614 -4.94410 3.38307 0.29 -0.60 -0.87
H 1.89601 -3.65460 3.62452 0.31 0.00 0.25
H 3.98839 -4.93598 3.12081 -0.14 0.37 0.06
H 3.59576 -7.08406 4.02344 0.30 0.15 0.14
H 3.85829 -7.31041 2.29340 0.38 0.41 -0.18
H 2.76427 -8.95972 1.67357 0.28 -0.32 0.07
H 1.06233 -9.12746 2.02101 -0.13 0.19 -0.17
H 2.12566 -9.66711 3.22295 0.66 0.23 0.38
H 1.94859 -5.75053 1.21030 0.16 -1.13 -0.17
H 2.11198 -4.31854 1.47840 0.14 0.99 -0.20
C -3.49906 -1.69341 2.27227 -0.18 -0.15 -0.48
C -2.43312 -2.64484 2.88367 -0.10 1.51 -1.20
C -2.98208 -4.00633 3.21277 -0.60 -0.59 0.56
O -3.71169 -4.51929 2.12772 -0.57 -0.44 -0.84
C -4.35603 -5.78849 2.31699 0.29 0.70 0.01
N -1.36676 -2.84550 1.85916 -0.43 -0.44 0.86
H -4.28111 -1.31041 2.92787 -0.19 -0.65 0.21
H -3.91723 -2.18699 1.39499 -0.37 0.10 0.13
H -3.07766 -0.76159 1.89514 0.65 -0.06 0.05
H -2.12804 -2.06480 3.75463 0.77 -0.80 0.19
H -3.66861 -3.96195 4.05823 0.02 0.15 0.46
H -2.19765 -4.73289 3.42461 0.47 0.18 0.34
H -5.31428 -5.72297 1.80165 0.02 -0.14 0.05
H -4.52406 -6.02767 3.36706 -0.09 0.25 0.17
H -3.77364 -6.61317 1.90612 0.20 0.05 -0.18
H -1.93018 -3.08301 1.05526 0.24 -0.24 -0.47
H -0.89511 -1.98421 1.62285 -0.21 0.38 0.25
C 4.53635 -2.87991 -2.88978 0.18 0.85 -0.55
C 4.33646 -3.80029 -1.70764 1.89 0.89 0.27
C 5.57685 -4.60843 -1.32309 0.99 -0.75 -0.08
O 5.77460 -5.65618 -2.26363 0.22 0.77 0.21
C 7.11077 -6.21144 -2.29258 -1.06 -0.25 -0.08
N 3.81193 -3.09495 -0.56501 -0.94 -2.06 -1.54
H 5.23186 -2.06114 -2.70544 0.32 -0.20 0.61
H 3.62947 -2.32521 -3.13055 -0.24 -0.45 -0.33
H 4.96450 -3.38124 -3.75779 -0.47 -0.29 0.07
H 3.53144 -4.50300 -1.92270 -0.53 -0.51 -0.16
H 5.56524 -5.02621 -0.31640 -0.80 -0.22 0.31
H 6.45547 -3.96869 -1.24030 0.12 0.50 -0.59
H 7.44593 -6.50825 -1.29876 -0.05 0.05 0.13
H 7.84760 -5.55066 -2.74927 -0.15 0.19 -0.03
H 6.96475 -7.10649 -2.89727 0.40 0.07 0.02
H 3.66321 -3.77686 0.16504 0.49 -0.54 2.04
H 2.87673 -2.77634 -0.77476 -0.86 1.58 0.07
C 0.62973 -2.48316 -2.74131 -0.43 0.23 -0.80
C -0.21823 -2.77118 -1.54219 -0.84 -0.08 -0.45
C -1.45218 -3.59809 -1.82306 -1.26 -0.40 -1.28
O -2.36347 -3.49216 -0.76481 -0.16 0.15 1.02
C -3.72359 -3.88401 -0.96929 0.22 0.72 -0.32
N 0.53392 -3.41769 -0.50445 0.92 0.33 0.83
H 0.09124 -1.78785 -3.38526 0.02 -0.02 -0.18
H 0.82107 -3.37286 -3.34125 0.38 -0.09 0.04
H 1.53758 -1.95456 -2.45066 0.15 -0.19 0.02
H -0.64161 -1.81071 -1.24834 0.31 0.11 0.77
H -1.26043 -4.65486 -2.00901 0.60 -0.34 0.06
H -1.90672 -3.27033 -2.75797 -0.29 0.39 -0.22
H -4.35848 -3.55504 -0.14663 0.56 0.18 0.24
H -3.87599 -4.96257 -1.00917 0.28 -0.08 -0.53
H -4.04940 -3.30865 -1.83584 -0.40 -0.58 -0.40
H -0.11559 -3.49166 0.26547 0.16 -0.08 0.97
H 0.69474 -4.37764 -0.77412 0.07 -0.32 -0.28
C -5.22051 3.15057 2.25162 -0.81 -0.35 0.48
C -4.20445 4.08938 1.63348 0.25 -0.85 0.09
C -3.11999 4.49085 2.68543 -0.67 -1.54 -0.84
O -2.29941 5.47380 2.17507 -0.81 1.76 -1.11
C -1.63637 6.19505 3.15353 0.06 -0.59 0.62
N -3.58319 3.41084 0.47246 -0.21 0.58 0.38
H -4.77776 2.21966 2.60587 0.07 -0.12 -0.05
H -6.05356 2.91694 1.58865 0.47 -0.23 -0.63
H -5.80030 3.56765 3.07502 0.50 0.39 0.48
H -4.81409 4.90191 1.23824 0.56 0.62 0.23
H -2.42506 3.66495 2.83727 -0.32 -0.96 0.08
H -3.52595 4.62910 3.68752 -0.25 0.96 0.01
H -1.22437 7.11719 2.74365 0.06 -0.15 0.04
H -0.88633 5.50211 3.53484 0.73 0.41 0.48
H -2.33328 6.38901 3.96887 0.10 0.49 0.20
H -3.01122 4.09540 -0.00118 -0.37 0.53 -0.53
H -2.82185 2.85418 0.83383 -0.08 -0.67 0.17
```
Positions in Å, forces in eV/Å.

Results
Frontier orbital gap (alpha / beta) in Ha: 0.2744 / 0.0929
Charge: +1
DFT total energy in eV: -695024.4887
Spin multiplicity: 2
Lowest unoccupied orbital energy (alpha / beta) in eV: -2.458 / -7.397
Expectation value of S²: 0.754